No. 1
Below is C37H49BBrIN8S4Ti as an isolated structure, with properties calculated with ωB97M-V/def2-TZVPD.

net charge	+2
calculated total energy	-7215.84333	Ha
LUMO energy	-5.65	eV

Last column: Mulliken charge in e.
Geometry (Å):
1 Ti -0.27 -2.34 -0.17  -0.70
2 C -1.91 -0.18 -4.53  -1.81
3 C -1.89 0.36 -3.14  0.17
4 C -2.71 1.38 -2.72  -0.52
5 C -2.67 1.84 -1.38  -0.11
6 N -1.83 1.33 -0.52  -0.68
7 N -1.02 0.35 -0.94  0.74
8 B 0.07 -0.16 0.05  0.52
9 N -0.13 0.43 1.47  0.42
10 N 0.23 1.70 1.61  0.09
11 C 0.09 2.27 2.78  -0.44
12 C -0.48 1.56 3.86  -0.49
13 C -0.83 0.25 3.72  0.43
14 C -1.41 -0.56 4.83  -1.86
15 C -0.61 -0.33 2.44  0.83
16 S -0.93 -1.99 2.12  -0.46
17 C 0.57 3.72 2.86  2.37
18 C 0.51 4.25 4.30  -2.38
19 C 2.01 3.78 2.35  -1.29
20 C -0.33 4.57 1.96  -1.24
21 N 1.47 0.27 -0.47  0.82
22 N 1.55 1.49 -1.02  -0.14
23 C 2.72 1.90 -1.42  -0.14
24 C 3.87 1.10 -1.25  -0.59
25 C 3.78 -0.15 -0.71  0.33
26 C 4.96 -1.06 -0.54  -1.84
27 C 2.48 -0.58 -0.33  0.57
28 S 2.13 -2.17 0.24  -0.61
29 C 2.80 3.26 -2.09  2.34
30 C 1.44 3.96 -2.07  -1.76
31 C 3.83 4.13 -1.35  -1.46
32 C 3.25 3.05 -3.54  -1.81
33 C -1.03 -0.18 -2.16  1.57
34 S 0.03 -1.52 -2.45  -0.58
35 C -3.56 2.97 -0.90  2.13
36 C -3.73 2.91 0.62  -1.57
37 C -4.94 2.91 -1.56  -1.95
38 C -2.85 4.28 -1.28  -1.35
39 H -2.67 0.31 -5.13  0.44
40 H -2.10 -1.26 -4.51  0.32
41 H -0.94 -0.04 -5.01  0.36
42 H -3.40 1.83 -3.42  0.36
43 H -0.61 2.05 4.81  0.58
44 H -1.52 0.04 5.73  0.39
45 H -0.76 -1.41 5.06  0.39
46 H -2.38 -0.97 4.55  0.37
47 H 1.11 3.65 4.98  0.50
48 H -0.51 4.29 4.68  0.46
49 H 0.90 5.26 4.31  0.41
50 H 2.68 3.19 2.98  0.42
51 H 2.36 4.81 2.37  0.50
52 H 2.07 3.40 1.33  -0.10
53 H -1.37 4.55 2.30  0.38
54 H -0.29 4.21 0.93  -0.17
55 H 0.01 5.61 1.98  0.50
56 H 4.84 1.47 -1.57  0.45
57 H 5.88 -0.57 -0.84  0.41
58 H 4.83 -1.96 -1.14  0.35
59 H 5.05 -1.38 0.50  0.39
60 H 1.09 4.11 -1.05  0.13
61 H 0.69 3.38 -2.60  0.28
62 H 1.53 4.93 -2.55  0.57
63 H 3.54 4.29 -0.31  0.16
64 H 3.89 5.11 -1.83  0.48
65 H 4.83 3.70 -1.38  0.39
66 H 2.54 2.42 -4.09  0.33
67 H 4.23 2.58 -3.61  0.36
68 H 3.31 4.01 -4.05  0.49
69 H -4.23 1.98 0.92  0.34
70 H -4.34 3.75 0.95  0.52
71 H -2.77 2.95 1.13  0.05
72 H -5.42 1.95 -1.39  0.39
73 H -4.89 3.10 -2.63  0.36
74 H -5.57 3.68 -1.13  0.47
75 H -1.85 4.33 -0.85  0.04
76 H -3.43 5.13 -0.91  0.48
77 H -2.77 4.38 -2.37  0.37
78 C -3.73 -4.92 1.38  -0.65
79 N -3.43 -5.28 0.00  0.48
80 C -3.59 -6.53 -0.56  -0.11
81 C -3.25 -6.44 -1.86  -0.60
82 N -2.90 -5.12 -2.08  0.22
83 C -3.01 -4.42 -0.94  -0.95
84 S -2.75 -2.72 -0.76  -0.02
85 H -3.72 -5.83 1.98  0.32
86 H -4.71 -4.45 1.44  0.32
87 H -2.98 -4.23 1.75  0.15
88 H -3.92 -7.37 0.02  0.47
89 H -3.24 -7.18 -2.64  0.44
90 H -2.61 -4.72 -2.95  0.19
91 Br 0.30 -8.42 1.53  -0.17
92 C 1.89 -7.50 1.10  0.06
93 C 3.10 -8.12 1.40  -0.45
94 C 4.29 -7.49 1.10  -0.58
95 C 4.29 -6.25 0.49  -0.79
96 C 3.09 -5.62 0.18  -0.34
97 C 1.91 -6.25 0.49  0.50
98 I 0.08 -5.33 0.00  0.51
99 H 3.09 -9.09 1.87  0.40
100 H 5.23 -7.98 1.34  0.40
101 H 5.23 -5.75 0.24  0.40
102 H 3.10 -4.66 -0.31  0.35

=====

No. 2
Below is a 10-piece molecular cluster, C37H49BF9N2O32 overall, with properties calculated with ωB97M-V/def2-TZVPD.

net charge	-1
calculated total energy	-4880.28728	Ha
LUMO energy	1.62	eV

Last column: Mulliken charge in e.
Geometry (Å):
1 C -0.89 -0.30 1.98  -0.12
2 C 0.03 -0.60 3.15  -0.47
3 C 0.91 0.58 3.48  -0.72
4 O 2.20 0.05 3.73  -0.48
5 C 3.25 0.91 3.40  -0.89
6 C 4.05 0.45 2.14  1.44
7 C 5.38 -0.10 2.66  -1.61
8 C 3.34 -0.74 1.36  -0.57
9 O 4.07 -1.73 1.08  -0.89
10 O 2.11 -0.62 1.07  -0.35
11 N 4.24 1.62 1.24  1.88
12 N 5.32 2.48 1.66  -0.88
13 C 5.18 3.82 1.10  -0.64
14 C 3.78 4.47 1.17  -0.84
15 B 4.31 1.29 -0.18  0.05
16 O 3.12 1.26 -0.91  -0.15
17 O 5.49 1.03 -0.85  -0.72
18 C 5.64 1.71 -2.08  -0.63
19 H -0.31 0.08 1.14  0.07
20 H -1.37 -1.22 1.66  -0.30
21 H -1.64 0.42 2.28  0.36
22 H 0.72 -1.38 2.85  0.26
23 H -0.54 -1.00 3.99  0.35
24 H 0.96 1.20 2.59  0.23
25 H 0.55 1.18 4.33  0.53
26 H 3.92 0.97 4.24  0.27
27 H 2.91 1.93 3.21  0.32
28 H 5.12 -0.88 3.37  0.58
29 H 5.92 0.65 3.24  0.24
30 H 6.01 -0.49 1.87  0.23
31 H 5.29 2.59 2.66  0.22
32 H 5.85 4.44 1.70  0.53
33 H 5.59 3.88 0.10  0.17
34 H 3.78 5.32 1.84  0.30
35 H 3.52 4.84 0.19  0.29
36 H 3.02 3.79 1.52  0.14
37 H 2.79 2.17 -0.94  0.18
38 H 6.44 1.24 -2.65  0.26
39 H 4.75 1.66 -2.69  0.17
40 H 5.88 2.76 -1.94  0.22
41 C -3.16 -3.21 -0.34  -0.38
42 C -4.52 -3.56 0.24  0.27
43 O -4.67 -2.53 1.23  -0.29
44 C -3.95 -1.46 0.78  0.37
45 O -4.02 -0.37 1.23  -0.11
46 O -3.12 -1.80 -0.22  -0.22
47 F -4.52 -4.76 0.85  -0.31
48 H -2.34 -3.64 0.23  0.18
49 H -3.06 -3.50 -1.39  0.35
50 H -5.35 -3.52 -0.47  0.26
51 C 2.85 -0.83 -3.73  0.16
52 C 2.25 -1.66 -4.84  0.28
53 O 2.86 -1.12 -6.00  -0.40
54 C 4.08 -0.63 -5.62  0.55
55 O 4.94 -0.34 -6.37  -0.54
56 O 4.14 -0.53 -4.28  -0.38
57 F 0.90 -1.49 -4.92  -0.30
58 H 2.30 0.10 -3.56  0.28
59 H 2.95 -1.36 -2.79  -0.09
60 H 2.47 -2.72 -4.78  0.43
61 C -6.22 1.29 2.25  0.42
62 C -7.10 1.66 3.42  0.45
63 O -7.97 2.64 2.85  -0.36
64 C -8.07 2.35 1.52  0.63
65 O -8.90 2.81 0.80  -0.56
66 O -7.11 1.49 1.14  -0.36
67 F -6.40 2.23 4.43  -0.30
68 H -5.37 1.96 2.15  0.09
69 H -5.86 0.27 2.29  -0.32
70 H -7.70 0.84 3.81  0.30
71 C 0.99 -2.36 -1.12  -0.41
72 C 1.57 -2.99 -2.36  0.46
73 O 1.55 -4.38 -2.04  -0.42
74 C 0.51 -4.57 -1.18  0.43
75 O 0.04 -5.63 -0.93  -0.59
76 O 0.08 -3.40 -0.68  -0.06
77 F 2.85 -2.61 -2.57  -0.26
78 H 1.74 -2.17 -0.35  0.09
79 H 0.45 -1.44 -1.32  0.29
80 H 1.00 -2.83 -3.28  0.32
81 C 1.15 -7.02 -4.21  -0.11
82 C 2.10 -8.03 -4.81  0.34
83 O 1.52 -8.28 -6.08  -0.32
84 C 0.84 -7.15 -6.44  0.63
85 O 0.45 -6.92 -7.54  -0.51
86 O 0.67 -6.33 -5.37  -0.28
87 F 2.13 -9.19 -4.10  -0.28
88 H 0.31 -7.51 -3.71  0.23
89 H 1.63 -6.34 -3.52  0.04
90 H 3.12 -7.66 -4.95  0.29
91 C -4.99 3.83 -0.70  -0.40
92 C -4.40 3.04 -1.84  0.31
93 O -3.10 2.74 -1.38  -0.27
94 C -3.16 2.69 -0.01  0.56
95 O -2.34 2.21 0.68  -0.44
96 O -4.32 3.25 0.43  -0.32
97 F -4.31 3.78 -2.98  -0.30
98 H -4.74 4.89 -0.77  0.27
99 H -6.07 3.72 -0.61  0.25
100 H -4.93 2.11 -2.07  0.29
101 C -3.04 -3.95 4.27  -0.37
102 C -2.66 -3.45 5.64  0.27
103 O -2.91 -2.06 5.54  -0.28
104 C -3.90 -1.89 4.62  0.64
105 O -4.53 -0.91 4.47  -0.50
106 O -4.08 -3.03 3.90  -0.21
107 F -1.35 -3.65 5.90  -0.28
108 H -2.22 -3.87 3.56  0.20
109 H -3.42 -4.97 4.27  0.31
110 H -3.26 -3.87 6.45  0.27
111 C -4.36 3.70 -6.07  -0.24
112 C -3.50 2.62 -6.68  0.30
113 O -4.18 2.35 -7.89  -0.31
114 C -4.82 3.49 -8.26  0.60
115 O -5.26 3.70 -9.34  -0.50
116 O -4.87 4.37 -7.23  -0.33
117 F -3.49 1.49 -5.92  -0.28
118 H -5.19 3.28 -5.49  0.22
119 H -3.80 4.39 -5.44  0.23
120 H -2.48 2.92 -6.89  0.30
121 C 3.77 4.18 6.56  -0.36
122 C 4.79 4.07 5.46  0.17
123 O 4.15 4.74 4.38  -0.14
124 C 3.31 5.67 4.92  0.58
125 O 2.82 6.56 4.33  -0.50
126 O 3.12 5.42 6.25  -0.36
127 F 5.02 2.79 5.11  -0.22
128 H 3.04 3.37 6.51  0.28
129 H 4.21 4.21 7.55  0.29
130 H 5.74 4.57 5.67  0.26

=====

No. 3
Below is a 8-piece molecular cluster, C37H49N7O7 overall, with properties calculated with ωB97M-V/def2-TZVPD.

SMILES	CCC(=O)OCCOC(=O)OCCOC=O.c1cc[nH]c1.c1cc[nH]c1.c1cc[nH]c1.c1cc[nH]c1.c1cc[nH]c1.c1cc[nH]c1.c1cc[nH]c1
calculated total energy	-2349.16938	Ha
LUMO energy	0.32	eV

Last column: Mulliken charge in e.
Geometry (Å):
1 C 2.61 0.21 0.86  -1.12
2 C 1.14 -0.15 0.51  -0.09
3 C 0.50 0.91 -0.33  0.58
4 O 0.17 0.78 -1.47  -0.66
5 O 0.37 2.11 0.33  -0.37
6 C -0.93 2.70 0.27  -0.59
7 C -1.99 1.78 0.86  -0.15
8 O -3.05 2.63 1.33  -0.35
9 C -3.73 2.22 2.43  0.53
10 O -3.51 2.65 3.52  -0.47
11 O -4.75 1.37 2.18  -0.28
12 C -4.43 -0.02 2.04  0.35
13 C -5.72 -0.79 1.94  -0.87
14 O -6.40 -0.53 0.70  -0.32
15 C -6.07 -1.36 -0.32  0.12
16 O -5.02 -1.36 -0.87  -0.42
17 H 2.78 0.17 1.93  0.33
18 H 2.86 1.22 0.53  0.34
19 H 3.30 -0.48 0.37  0.31
20 H 1.09 -1.08 -0.05  0.36
21 H 0.57 -0.29 1.43  0.09
22 H -0.88 3.62 0.85  0.37
23 H -1.16 2.94 -0.77  0.28
24 H -2.39 1.09 0.11  0.28
25 H -1.56 1.22 1.69  0.30
26 H -3.84 -0.20 1.14  0.13
27 H -3.85 -0.36 2.91  0.15
28 H -5.48 -1.86 2.02  0.43
29 H -6.40 -0.53 2.74  0.34
30 H -6.90 -2.02 -0.61  0.39
31 C -2.31 -1.38 6.56  -0.83
32 C -3.54 -1.48 7.28  -0.02
33 C -4.40 -0.56 6.75  -1.21
34 N -3.74 0.09 5.74  0.37
35 C -2.47 -0.40 5.62  -0.39
36 H -1.42 -1.96 6.72  0.42
37 H -3.76 -2.15 8.09  0.54
38 H -5.41 -0.31 7.01  0.49
39 H -4.12 0.84 5.18  0.12
40 H -1.79 0.00 4.89  0.48
41 C -3.10 3.04 10.74  -0.48
42 C -3.38 3.93 9.68  -0.62
43 C -3.41 3.19 8.52  -0.38
44 N -3.16 1.89 8.85  0.13
45 C -2.96 1.79 10.20  -0.55
46 H -3.00 3.28 11.79  0.43
47 H -3.55 4.99 9.75  0.40
48 H -3.59 3.48 7.50  0.43
49 H -3.12 1.13 8.20  0.29
50 H -2.75 0.83 10.66  0.36
51 C 3.10 0.18 -4.23  -0.39
52 C 4.22 0.70 -4.95  0.37
53 C 4.17 2.07 -4.86  -0.93
54 N 3.06 2.39 -4.12  0.06
55 C 2.40 1.25 -3.74  -0.87
56 H 2.84 -0.85 -4.10  0.41
57 H 4.98 0.14 -5.47  0.09
58 H 4.81 2.83 -5.26  0.39
59 H 2.77 3.32 -3.90  0.20
60 H 1.51 1.29 -3.15  0.67
61 C 8.60 -3.17 -5.77  -0.49
62 C 8.86 -1.87 -6.29  -0.45
63 C 7.67 -1.21 -6.38  -0.54
64 N 6.69 -2.06 -5.93  0.17
65 C 7.25 -3.25 -5.56  -0.43
66 H 9.31 -3.95 -5.58  0.43
67 H 9.82 -1.47 -6.57  0.43
68 H 7.43 -0.21 -6.71  0.38
69 H 5.71 -1.83 -5.89  0.14
70 H 6.64 -4.06 -5.19  0.39
71 C -6.67 -1.79 10.80  -0.85
72 C -5.55 -1.01 10.40  0.01
73 C -6.02 0.19 9.93  -0.53
74 N -7.39 0.16 10.04  -0.03
75 C -7.79 -1.03 10.57  -0.50
76 H -6.66 -2.78 11.21  0.39
77 H -4.51 -1.30 10.45  0.49
78 H -5.51 1.05 9.55  0.45
79 H -8.00 0.92 9.78  0.19
80 H -8.83 -1.25 10.73  0.39
81 C 4.30 -3.74 -10.38  -0.32
82 C 3.59 -3.83 -9.16  -0.60
83 C 4.43 -3.39 -8.17  -0.27
84 N 5.61 -3.03 -8.74  0.29
85 C 5.55 -3.24 -10.09  -0.79
86 H 3.94 -4.00 -11.36  0.42
87 H 2.58 -4.18 -9.02  0.41
88 H 4.27 -3.30 -7.10  0.30
89 H 6.42 -2.67 -8.25  0.10
90 H 6.39 -3.02 -10.73  0.38
91 C 3.01 2.36 -9.00  -0.87
92 C 3.26 1.11 -8.37  -0.06
93 C 3.93 0.32 -9.28  -0.45
94 N 4.09 1.05 -10.42  0.07
95 C 3.53 2.29 -10.26  -0.42
96 H 2.50 3.20 -8.57  0.40
97 H 2.98 0.81 -7.38  0.59
98 H 4.29 -0.69 -9.21  0.25
99 H 4.54 0.72 -11.26  0.19
100 H 3.56 3.02 -11.06  0.39

=====

No. 4
Below is a 7-piece molecular cluster, C37H50BrF6NO21P overall, with properties calculated with ωB97M-V/def2-TZVPD.

net charge	+1
calculated total energy	-6589.24628	Ha
LUMO energy	-4.13	eV

Last column: Mulliken charge in e.
Geometry (Å):
1 O 4.37 5.10 -4.14  -0.69
2 C 3.68 4.13 -4.02  0.24
3 O 4.10 2.90 -3.72  -0.33
4 C 5.53 2.70 -3.77  -0.35
5 C 6.05 2.69 -5.19  -0.09
6 F 7.43 2.61 -5.13  -0.33
7 C 2.18 4.24 -4.09  1.42
8 C 1.62 5.30 -3.38  -1.00
9 C 0.26 5.50 -3.37  -0.11
10 P -0.58 6.88 -2.47  -0.18
11 O 0.63 7.16 -1.41  -0.37
12 Br -1.89 5.52 -1.40  0.02
13 N -0.50 4.63 -4.07  0.15
14 C 0.00 3.60 -4.77  -0.55
15 C 1.36 3.35 -4.81  0.38
16 C 1.86 2.17 -5.60  -1.56
17 C 2.51 2.57 -6.94  -0.47
18 C 1.74 3.63 -7.75  -1.06
19 C 2.49 4.94 -7.97  1.01
20 F 1.65 5.98 -7.65  -0.38
21 F 3.58 5.06 -7.18  -0.26
22 C 2.94 5.20 -9.43  0.55
23 F 1.99 4.81 -10.30  -0.25
24 F 4.07 4.52 -9.69  -0.24
25 F 3.18 6.50 -9.62  -0.24
26 H 5.70 1.72 -3.31  0.45
27 H 6.06 3.43 -3.17  0.27
28 H 5.66 1.84 -5.75  0.24
29 H 5.77 3.60 -5.72  0.21
30 H 2.25 5.98 -2.82  0.62
31 H 0.93 8.07 -1.55  0.36
32 H -1.51 4.74 -4.04  0.35
33 H -0.71 2.96 -5.27  0.61
34 H 1.04 1.46 -5.74  0.55
35 H 2.61 1.67 -5.00  0.41
36 H 2.58 1.67 -7.54  0.51
37 H 3.53 2.88 -6.74  0.09
38 H 1.46 3.21 -8.71  0.39
39 H 0.80 3.90 -7.27  0.48
40 C -5.29 0.10 -2.20  -1.75
41 C -4.06 0.59 -1.49  1.55
42 C -4.25 1.82 -0.62  -0.50
43 O -2.94 2.43 -0.67  -0.31
44 C -2.35 2.05 -1.81  0.62
45 O -1.33 2.52 -2.24  -0.53
46 O -3.06 1.09 -2.42  -0.34
47 H -5.07 -0.81 -2.76  0.38
48 H -6.07 -0.13 -1.48  0.37
49 H -5.66 0.85 -2.91  0.41
50 H -3.60 -0.21 -0.92  -0.49
51 H -4.52 1.59 0.40  0.33
52 H -4.97 2.52 -1.05  0.33
53 C 1.77 -0.46 2.20  -1.62
54 C 0.63 -0.87 1.31  0.70
55 C 0.45 -0.05 0.05  -0.61
56 O -0.97 -0.19 -0.18  -0.18
57 C -1.56 -0.40 1.02  0.62
58 O -2.73 -0.36 1.20  -0.56
59 O -0.64 -0.66 1.96  -0.40
60 H 1.86 -1.13 3.06  0.35
61 H 2.71 -0.49 1.65  0.40
62 H 1.62 0.55 2.58  0.37
63 H 0.70 -1.94 1.07  0.19
64 H 1.00 -0.43 -0.80  0.35
65 H 0.67 1.01 0.20  0.34
66 C 4.99 6.90 -1.55  -1.06
67 C 4.33 6.25 -0.36  0.78
68 C 4.70 6.80 1.01  -0.48
69 O 4.52 5.65 1.85  -0.33
70 C 4.70 4.54 1.09  0.57
71 O 4.79 3.44 1.50  -0.54
72 O 4.75 4.88 -0.23  -0.28
73 H 4.63 6.43 -2.46  -0.02
74 H 4.77 7.97 -1.57  0.36
75 H 6.07 6.77 -1.51  0.43
76 H 3.24 6.24 -0.47  0.05
77 H 4.07 7.61 1.34  0.32
78 H 5.75 7.10 1.05  0.29
79 C -4.43 -5.42 1.96  -1.29
80 C -3.95 -4.91 0.63  0.64
81 C -3.13 -3.64 0.68  -0.32
82 O -3.40 -3.06 -0.61  -0.32
83 C -4.62 -3.49 -1.00  0.60
84 O -5.22 -3.04 -1.93  -0.55
85 O -5.06 -4.48 -0.20  -0.38
86 H -4.98 -6.36 1.84  0.39
87 H -3.58 -5.59 2.62  0.15
88 H -5.11 -4.70 2.43  0.38
89 H -3.42 -5.69 0.09  0.27
90 H -2.07 -3.82 0.81  0.20
91 H -3.48 -2.95 1.45  0.26
92 C -1.96 -6.64 6.36  -1.44
93 C -0.88 -6.31 5.37  0.51
94 C 0.06 -5.19 5.79  -0.44
95 O 0.48 -4.66 4.52  -0.34
96 C -0.51 -4.91 3.63  0.50
97 O -0.56 -4.44 2.53  -0.51
98 O -1.42 -5.75 4.14  -0.22
99 H -2.56 -7.47 6.00  0.40
100 H -1.52 -6.91 7.32  0.32
101 H -2.62 -5.79 6.51  0.33
102 H -0.31 -7.20 5.10  0.21
103 H 0.93 -5.53 6.35  0.32
104 H -0.45 -4.41 6.34  0.31
105 C -5.01 -9.79 10.35  -1.43
106 C -3.59 -9.32 10.19  0.52
107 C -2.86 -9.01 11.48  -0.51
108 O -1.91 -8.01 11.05  -0.32
109 C -2.44 -7.38 9.97  0.67
110 O -2.00 -6.39 9.49  -0.54
111 O -3.53 -8.04 9.52  -0.34
112 H -5.45 -10.04 9.38  0.35
113 H -5.04 -10.68 10.98  0.38
114 H -5.62 -9.01 10.80  0.36
115 H -3.01 -10.03 9.59  0.26
116 H -2.33 -9.86 11.90  0.32
117 H -3.51 -8.56 12.23  0.31

=====

| no. | frontier orbital gap (eV) |
| --- | --- |
| 1 | 7.300 |
| 2 | 6.564 |
| 3 | 8.305 |
| 4 | 7.931 |